C28H57CrN7OPSSi | the ωB97M-V functional and the def2-TZVPD basis

The charge is +2. Its lowest unoccupied orbital energy (spin up / spin down) is -5.06 / -5.07 eV. Its spin multiplicity is 2. The relative energy (zero: lowest compared OMol25 entry of this formula, charge and spin) is 751.9 kJ/mol. Its frontier orbital gap (spin up / spin down) is 6.201 / 5.797 eV.

Each line ends with the Mulliken charge.
Geometry (Å):
Cr 0.37857 0.61953 0.02243  0.3872
C 0.76035 2.50235 -5.04437  -0.7108
N 0.16067 1.09473 -4.97524  0.1164
C 1.23648 0.08848 -5.35974  -0.7290
N 2.36614 0.24112 -4.52145  0.1680
C 2.90760 1.60118 -4.59530  -0.8769
N 1.90231 2.58930 -4.20868  0.1778
C 1.59335 2.55839 -2.76167  -0.9123
P 0.87324 0.92407 -2.33886  2.6962
C -0.45645 0.80612 -3.62237  -1.3754
C 2.13969 -0.18331 -3.13123  -0.9396
H -0.01595 3.21609 -4.76858  0.3745
H 1.01473 2.69095 -6.08852  0.3603
H -0.58319 1.03564 -5.67487  0.3621
H 1.49054 0.26912 -6.40532  0.3548
H 0.80166 -0.91027 -5.30382  0.3550
H 3.24732 1.80162 -5.61305  0.3118
H 3.78950 1.69319 -3.96399  0.4002
H 0.90107 3.36158 -2.50772  0.4401
H 2.50172 2.72682 -2.18467  0.2387
H -1.24429 1.54229 -3.46574  0.3692
H -0.91016 -0.18386 -3.66997  0.5221
H 1.81912 -1.22846 -3.11411  0.4023
H 3.07912 -0.12447 -2.58161  0.2870
O 0.24225 2.19323 0.10410  -0.1200
N 6.08719 0.67891 4.37589  -0.2610
C 6.07514 0.81512 3.04195  0.3761
S 7.47308 1.02952 2.21058  -0.3600
C 4.73683 0.76166 2.36659  1.0366
C 4.65761 0.90332 0.98463  -1.1089
C 3.42713 0.85299 0.37025  -0.8445
N 2.26594 0.67163 1.02199  0.6710
C 2.35087 0.53985 2.34477  -1.2106
C 3.54289 0.57710 3.05192  -1.1321
H 6.98021 0.71471 4.84078  0.2059
H 5.27683 0.54754 4.95362  0.1378
H 5.54727 1.05325 0.38959  0.4507
H 3.34737 0.96539 -0.70220  0.5758
H 1.41133 0.40289 2.85666  0.0421
H 3.49233 0.46056 4.12446  0.3186
N 0.86461 -4.39201 -0.40524  0.0514
C 2.01746 -3.50044 -0.75854  -1.1065
C 1.88030 -2.17571 -0.02844  -0.7989
N 0.58662 -1.53046 -0.21679  2.4418
C -0.54584 -2.40099 0.07353  -0.9471
C -0.46590 -3.72729 -0.67679  -1.2908
H 0.91963 -4.63424 0.58684  0.4036
H 0.93217 -5.26951 -0.92291  0.3982
H 1.99332 -3.37497 -1.84117  0.3476
H 2.93175 -4.01925 -0.47352  0.4686
H 2.67188 -1.50632 -0.36003  0.2835
H 2.03746 -2.33575 1.04371  0.3936
H 0.49940 -1.18410 -1.18875  -0.7633
H -1.45009 -1.89759 -0.18272  -1.1626
H -0.62963 -2.59061 1.45080  1.3757
H -0.52586 -3.62743 -1.77146  0.4007
H -1.24440 -4.41631 -0.34131  0.4317
C -0.78156 -2.17485 2.54658  -2.2372
C -1.72627 -1.02703 2.87399  2.2702
C -1.04464 -0.33515 4.05944  -1.6110
C -3.07895 -1.57869 3.33243  -1.7320
Si -2.02907 0.30595 1.27437  -0.9424
C -3.45493 -0.27113 -0.15968  2.4032
C -4.85082 -0.02934 0.43242  -1.8530
C -3.51131 -1.71824 -0.69310  -1.8610
C -3.21908 0.57850 -1.40601  -2.3054
C -2.54246 2.05801 1.98459  2.7668
C -3.01052 2.98983 0.86267  -1.9687
C -3.66994 1.94379 3.02650  -1.7003
C -1.34560 2.74660 2.65845  -1.7013
H -0.59247 -2.81977 3.41606  0.7406
H 0.18997 -1.79788 2.20096  -0.2043
H -1.33412 -3.00321 1.48768  0.3365
H -0.83572 -1.06247 4.85222  0.5711
H -1.67872 0.43264 4.49648  0.5047
H -0.10107 0.12962 3.78772  0.0769
H -2.96514 -2.22343 4.21349  0.4761
H -3.55943 -2.18041 2.55480  0.3404
H -3.76523 -0.77754 3.60150  0.3704
H -5.01808 -0.62959 1.32845  0.3303
H -5.62930 -0.29673 -0.29197  0.5392
H -5.01124 1.01190 0.69922  0.3650
H -3.79706 -2.44001 0.08055  0.2266
H -2.59806 -2.06244 -1.16203  0.5079
H -4.27989 -1.77115 -1.47127  0.6256
H -3.33206 1.64463 -1.22778  0.2729
H -3.93597 0.30927 -2.19218  0.5860
H -2.20947 0.40601 -1.78472  0.0479
H -3.94230 2.65948 0.40701  0.4094
H -2.25440 3.08500 0.08032  0.1493
H -3.19609 3.98908 1.26793  0.5983
H -4.56011 1.46052 2.62534  0.2869
H -3.96701 2.93886 3.37235  0.5197
H -3.35943 1.37983 3.90650  0.3356
H -0.49923 2.84381 1.98639  0.0988
H -1.00845 2.21620 3.54972  0.3112
H -1.63509 3.75269 2.97831  0.5646

---

C4H10N2O | the ωB97M-V functional and the def2-TZVPD basis

Its lowest unoccupied orbital energy is 0.66 eV. Its spin multiplicity is 1. The relative energy (zero: lowest compared OMol25 entry of this formula, charge and spin) is 363.2 kJ/mol. Its frontier orbital gap is 9.780 eV.

Each line ends with the natural charge from an NBO analysis.
Geometry (Å):
H 0.30030 1.56870 -1.97232  0.4029
N -0.52717 1.45377 -1.32410  -0.5906
C -0.12177 0.86247 -0.32182  0.3921
C -0.87576 0.51886 0.91444  -0.4849
C -1.91935 -0.56795 0.64027  -0.5895
N 1.38831 0.44388 -0.36387  -0.1002
C 1.50373 -1.03366 -0.31511  -0.4278
O 1.93214 0.95858 -1.45428  -0.6963
H -0.19688 0.20423 1.71096  0.2028
H -1.39188 1.42288 1.24521  0.2424
H -2.58100 -0.24552 -0.15790  0.2269
H -2.50882 -0.75202 1.53413  0.2127
H -1.44756 -1.50001 0.34000  0.2011
H 1.82439 0.82745 0.49789  0.3601
H 1.08235 -1.43607 0.60476  0.1956
H 0.98053 -1.43142 -1.18368  0.2245
H 2.55845 -1.29415 -0.39458  0.2281

---

C31H22Cl61F2N2O8P2 | the ωB97M-V functional and the def2-TZVPD basis

The charge is +1. Its lowest unoccupied orbital energy is -4.50 eV. Its spin multiplicity is 1. The relative energy (zero: lowest compared OMol25 entry of this formula, charge and spin) is 0.0 kJ/mol. Its frontier orbital gap is 7.542 eV.

Each line ends with the Mulliken charge.
Geometry (Å):
C 5.06438 0.80990 0.76176  -1.3097
C 3.65432 0.22306 0.62910  0.1462
C 3.12425 0.24575 -0.80040  -1.4231
C 2.74637 1.64705 -1.36377  0.7185
C 1.62138 1.47732 -2.43539  -2.4526
C 2.36248 2.64862 -0.29312  -0.3681
C 3.10884 3.80671 -0.15914  -0.4637
N 4.19395 4.03951 -1.05364  0.4498
C 5.16593 4.95574 -0.53190  0.5955
O 6.22094 4.68743 -0.09771  -0.3726
F 4.73750 6.22705 -0.58967  -0.2188
C 3.62875 4.51207 -2.31617  0.4367
O 2.53753 4.95372 -2.42404  -0.3083
F 4.46759 4.34110 -3.29577  -0.2754
N 2.79541 4.69192 0.79241  -0.0034
C 1.78674 4.52246 1.65463  -0.0609
Cl 1.62507 5.72780 2.83148  -0.1381
C 0.97426 3.41153 1.58860  0.2579
P -0.40427 3.16257 2.79011  0.5500
P -1.61507 4.99207 2.70884  0.7981
O -1.25719 5.85593 1.58279  -0.4844
O -3.15553 4.62193 2.64273  -0.4434
O -1.36237 5.70476 4.10428  -0.4935
C 1.27000 2.46267 0.57958  1.7044
C 0.35954 1.26094 0.46579  -1.3046
O 0.39807 0.40577 1.30892  -0.4486
O -0.46154 1.19763 -0.59749  -0.0498
C -1.85872 1.23615 -0.30919  -0.5833
O -2.47169 0.27957 -1.10680  0.1129
C -3.78605 0.05583 -0.54841  -0.4233
C -4.76770 -0.44823 -1.57479  -1.0660
H 5.14175 1.83306 0.40244  0.2064
H 5.33800 0.74296 1.81127  0.3274
H 5.76846 0.15927 0.25137  0.4090
H 3.74389 -0.82549 0.90922  0.6005
H 2.98988 0.66492 1.36117  -0.3731
H 3.93725 -0.12339 -1.42241  0.6114
H 2.32258 -0.48247 -0.89414  0.3737
H 3.59981 1.97393 -1.93680  1.4372
H 1.12081 0.52436 -2.33533  0.2622
H 0.86313 2.24774 -2.35219  0.7112
H 2.06323 1.48189 -3.42531  0.2982
H 3.32555 5.55349 0.90110  0.3413
H -1.27275 2.20593 2.24810  0.0404
H -3.48722 4.16449 3.42908  0.3290
H -1.03669 6.59838 3.94131  0.3597
H -2.24120 2.21936 -0.59863  0.4326
H -2.06253 1.00112 0.73697  0.3559
H -4.13805 1.03534 -0.21176  0.5269
H -3.69480 -0.62717 0.29610  0.3041
H -4.68762 -1.50450 -1.81520  0.0697
H -4.70602 0.17264 -2.46318  0.0393
H -5.76628 -0.30751 -1.16796  0.4261
C -8.07908 -0.83487 -5.79928  0.3148
Cl -9.60698 -0.97275 -6.67270  -0.0906
Cl -7.32220 -2.42690 -5.67762  -0.0938
Cl -7.00474 0.26386 -6.67327  -0.0738
Cl -8.39337 -0.20465 -4.18065  -0.0711
C -7.09290 -2.58324 1.39716  0.3154
Cl -6.76777 -3.65727 2.76972  -0.1153
Cl -6.55806 -3.32479 -0.11125  -0.0516
Cl -8.82137 -2.25718 1.30157  -0.0799
Cl -6.22129 -1.05797 1.63737  -0.0821
C 2.65943 0.59247 5.33351  0.0660
Cl 2.48539 1.65476 6.72853  -0.0147
Cl 1.93843 1.36435 3.90288  -0.0012
Cl 4.37276 0.29258 5.04183  -0.0139
Cl 1.83641 -0.93452 5.64358  -0.1063
C 0.55525 2.03966 -6.16071  0.1848
Cl 1.89885 2.83592 -5.32227  -0.0850
Cl 1.18463 0.74428 -7.17427  -0.0102
Cl -0.56843 1.36625 -4.97054  0.0049
Cl -0.29001 3.22422 -7.15590  -0.0847
C -6.45175 3.87977 -4.39813  0.1432
Cl -6.76962 5.27557 -3.36413  -0.0778
Cl -5.30091 4.33172 -5.65936  -0.0718
Cl -5.77581 2.55898 -3.43367  0.0905
Cl -7.96814 3.37124 -5.15245  -0.0730
C -1.42860 -3.63692 -1.53310  0.2278
Cl -1.26793 -5.00264 -2.64273  -0.1042
Cl -0.90586 -2.16903 -2.35158  -0.0411
Cl -3.11525 -3.43666 -1.04535  0.0025
Cl -0.43914 -3.92309 -0.09723  -0.1122
C 6.85682 -2.32991 7.00904  0.3273
Cl 6.76515 -3.94050 6.29982  -0.0506
Cl 7.39466 -1.17150 5.77780  -0.1180
Cl 5.26205 -1.86083 7.61142  -0.0687
Cl 8.00912 -2.33815 8.34419  -0.0974
C -4.76464 -7.33390 0.19084  0.2090
Cl -5.47724 -6.22472 1.36807  -0.0288
Cl -3.63669 -6.43924 -0.83641  -0.0380
Cl -3.90287 -8.62903 1.03111  -0.1123
Cl -6.04648 -8.02871 -0.80156  -0.0580
C 6.99869 -8.20508 7.61640  0.3165
Cl 7.32422 -9.40187 8.87306  -0.1031
Cl 5.34857 -8.41272 7.01819  -0.1037
Cl 7.18036 -6.57868 8.28402  -0.0559
Cl 8.13621 -8.42806 6.28523  -0.0572
C 4.05076 3.27904 10.38951  0.3422
Cl 4.95303 1.96479 9.62633  -0.0601
Cl 4.97326 4.77867 10.26718  -0.0909
Cl 2.49619 3.47705 9.56243  -0.1082
Cl 3.76559 2.89489 12.08545  -0.0835
C 8.67623 -11.61526 3.29851  0.3662
Cl 10.15166 -12.57513 3.16745  -0.0927
Cl 8.94233 -10.02401 2.57174  -0.1108
Cl 7.36092 -12.43515 2.45197  -0.0968
Cl 8.25015 -11.41283 4.99906  -0.0661
C -7.73303 -12.01407 -1.02549  0.3493
Cl -6.59324 -11.37656 0.16235  -0.0611
Cl -6.85788 -12.95346 -2.23730  -0.0921
Cl -8.91463 -13.04673 -0.21782  -0.0939
Cl -8.56842 -10.66854 -1.81451  -0.1055
C 4.94627 -1.10709 -8.16081  0.3559
Cl 5.23893 -2.29157 -6.88316  -0.0968
Cl 3.31792 -1.33296 -8.80934  -0.0950
Cl 5.08808 0.52568 -7.49428  -0.0770
Cl 6.12869 -1.32309 -9.44948  -0.0886
C -2.73820 5.83586 -2.40497  0.1199
Cl -1.38193 6.58276 -1.55361  -0.0643
Cl -2.13868 4.51977 -3.42001  -0.0040
Cl -3.91520 5.20086 -1.25094  -0.0758
Cl -3.53691 7.04327 -3.41842  0.0094
C -6.00585 9.52277 -6.26307  0.3387
Cl -6.39390 11.14504 -5.68816  -0.0951
Cl -4.79315 8.79353 -5.19546  -0.0643
Cl -7.46180 8.52461 -6.25211  -0.0856
Cl -5.36141 9.61291 -7.90310  -0.0974

---

C4H7NO | the ωB97M-V functional and the def2-TZVPD basis

Its lowest unoccupied orbital energy is 1.04 eV. Its spin multiplicity is 1. The relative energy (zero: lowest compared OMol25 entry of this formula, charge and spin) is 298.5 kJ/mol. Its frontier orbital gap is 10.678 eV.

Each line ends with the natural charge from an NBO analysis.
Geometry (Å):
C -2.63630 -0.27275 0.06492  -0.4386
N -1.35971 0.42171 -0.32535  -0.4457
C -0.28207 -0.13188 -0.27762  0.5342
O 0.37967 -1.32544 -0.08153  -0.4843
C 1.07948 -0.25120 -0.67030  0.0216
C 2.26643 0.21871 0.08200  -0.6406
H -2.64876 -1.29929 0.17075  0.1882
H -3.25407 -0.02039 -0.72868  0.2035
H -3.19111 0.10530 0.92518  0.2054
H 1.10319 -0.36148 -1.77743  0.1819
H 2.05846 0.01362 1.14174  0.2268
H 2.45289 1.30421 0.07378  0.2280
H 3.16052 -0.23811 -0.21158  0.2195

---

C2H3ClFNO3 | the ωB97M-V functional and the def2-TZVPD basis

Its lowest unoccupied orbital energy (spin up / spin down) is -1.20 / -1.48 eV. Its spin multiplicity is 1. The relative energy (zero: lowest compared OMol25 entry of this formula, charge and spin) is 370.2 kJ/mol. Its frontier orbital gap (spin up / spin down) is 7.848 / 7.811 eV.

Each line ends with the natural charge from an NBO analysis.
Geometry (Å):
C 1.30985 -0.35899 0.74091  -0.4083
C -0.67173 -0.31957 -0.74214  0.7679
N -1.39594 0.20333 0.32253  0.3996
O -1.09158 1.45852 0.38881  -0.5153
O -2.07165 -0.45139 1.04169  -0.3242
O -0.07764 0.53988 -1.52806  -0.6390
F -0.88408 -1.57634 -1.17441  -0.2735
Cl 2.27066 0.35928 -0.48620  0.0481
H 1.29078 0.17094 1.65807  0.2055
H 1.26472 -1.39036 0.72865  0.1912
H 0.05660 1.36470 -0.94986  0.5481

---

ClH2O | the ωB97M-V functional and the def2-TZVPD basis

The charge is -1. Its lowest unoccupied orbital energy is 4.19 eV. Its spin multiplicity is 1. The relative energy (zero: lowest compared OMol25 entry of this formula, charge and spin) is 25.4 kJ/mol. Its frontier orbital gap is 7.875 eV.

Each line ends with the natural charge from an NBO analysis.
Geometry (Å):
O 1.08794 0.26871 0.41749  -0.9684
H 0.22303 -0.03069 0.05615  0.5104
H 0.85719 0.98402 1.05257  0.4537
Cl -2.16817 -1.22204 -1.52621  -0.9958

---

- What is the relative energy (zero: lowest compared OMol25 entry of this formula, charge and spin) in the fourth record?
  298.5 kJ/mol

---

- What is the relative energy (zero: lowest compared OMol25 entry of this formula, charge and spin) in the fourth record?
  298.5 kJ/mol